A cluster of 2 separate species, H4S2 in total at a distorted geometry. Source: the Open Molecules 2025 dataset; level of theory: ωB97M-V/def2-TZVPD.

Computed properties:
highest occupied orbital energy = -9.7 eV
structure (SMILES) = S.S
energy above the lowest of the compared OMol25 structures with the same formula, charge and spin = 80.89 kJ/mol
E_LUMO = 0.815 eV
M = 68.2 g mol⁻¹

Geometry (Å):
S  0.58  1.39  0.63
S  -0.48  -1.73  -0.36
H  0.86  -1.68  -0.38
H  0.24  0.42  -0.24
H  -0.62  1.99  0.52
H  -0.58  -0.40  -0.17

Atom charges from the Löwdin analysis, given in e for atoms 1 to 2:
1. S 0.50
2. S 0.50

A cluster of 2 separate species, C3H12NO2S in total at a distorted geometry. Source: the Open Molecules 2025 dataset; level of theory: ωB97M-V/def2-TZVPD.

Computed properties:
charge = +2
highest occupied orbital energy (spin up / spin down) = -19.0 / -19.0 eV
energy above the lowest of the compared OMol25 structures with the same formula, charge and spin = 0.00 kJ/mol
E_LUMO (spin up / spin down) = -7.895 / -13.197 eV
M = 126.2 g mol⁻¹
⟨S²⟩ = 0.75
spin multiplicity = 2

Geometry (Å):
S  2.00  -1.95  0.24
O  -1.06  -1.06  -2.16
O  -0.70  2.37  0.80
N  0.60  0.72  -0.80
C  0.57  -1.16  0.93
C  0.55  0.38  0.66
C  -0.75  1.02  1.13
H  -0.39  -1.57  0.62
H  -0.97  0.83  2.19
H  -0.81  -0.94  -3.09
H  -1.61  0.61  0.62
H  0.36  1.72  -0.84
H  0.45  -1.32  2.01
H  -0.16  0.22  -1.32
H  1.38  -3.03  -0.29
H  -1.99  -1.34  -2.12
H  -0.42  2.97  1.50
H  1.41  0.86  1.14
H  1.52  0.66  -1.23

Atom charges from the Löwdin analysis, given in e for atoms 1 to 2:
1. S 1.24
2. O -0.04

The molecule C5H9NO at a distorted geometry. Source: the Open Molecules 2025 dataset; level of theory: ωB97M-V/def2-TZVPD.

Computed properties:
highest occupied orbital energy = -9.4 eV
structure (SMILES) = C=CC[C@H](N)C=O
energy above the lowest of the compared OMol25 structures with the same formula, charge and spin = 221.78 kJ/mol
E_LUMO = 0.921 eV
M = 99.1 g mol⁻¹

Geometry (Å):
O  -0.30  -1.90  0.67
N  0.63  -0.26  -2.29
C  0.52  -0.25  -0.82
C  0.22  1.26  1.27
C  0.27  1.15  -0.21
C  -0.85  1.02  2.04
C  -0.53  -1.25  -0.31
H  -0.89  1.38  3.06
H  -0.59  1.49  -0.80
H  1.13  1.60  1.76
H  -1.82  0.88  1.58
H  -0.26  -0.11  -2.73
H  1.42  -0.73  -0.42
H  1.23  0.54  -2.50
H  1.15  1.72  -0.52
H  -1.54  -1.37  -0.76

Atom charges from the Löwdin analysis, given in e for atoms 1 to 2:
1. O 0.06
2. N 0.04

A cluster of 2 separate species, C5H13NOS in total at a distorted geometry. Source: the Open Molecules 2025 dataset; level of theory: ωB97M-V/def2-TZVPD.

Computed properties:
highest occupied orbital energy = -8.2 eV
energy above the lowest of the compared OMol25 structures with the same formula, charge and spin = 560.49 kJ/mol
E_LUMO = -3.668 eV
M = 135.2 g mol⁻¹

Geometry (Å):
S  -0.53  -0.74  -1.82
O  -1.27  -1.77  0.86
N  0.34  1.46  1.37
C  1.13  0.54  0.68
C  -0.18  0.94  -1.33
C  2.52  0.35  1.31
C  1.21  1.06  -0.75
C  -2.22  -0.78  1.22
H  2.41  -0.10  2.30
H  -2.92  -0.54  0.41
H  -0.95  -1.53  -0.05
H  1.93  0.50  -1.35
H  3.01  1.31  1.45
H  -0.90  1.25  -0.53
H  -0.08  1.02  2.19
H  0.61  -0.45  0.62
H  -0.38  1.61  -2.17
H  -2.82  -1.15  2.05
H  3.14  -0.29  0.68
H  -1.71  0.14  1.51
H  1.52  2.10  -0.65

Atom charges from the Löwdin analysis, given in e for atoms 1 to 2:
1. S 0.69
2. O -0.18

The highest M belongs to which entry?
C5H13NOS

What is the energy above the lowest of the compared OMol25 structures with the same formula, charge and spin in the third record?
221.78 kJ/mol

What is the M in the third record?
99.1 g mol⁻¹